# C20H29CuN5OS4SbSe

A structure of composition C20H29CuN5OS4SbSe (ωB97M-V with the def2-TZVPD basis set, the Open Molecules 2025 dataset).

The geometry in XYZ format:
```
62
C20H29CuN5OS4SbSe ωB97M-V with the def2-TZVPD basis set
Cu -0.64113 1.46001 -2.00920
S -2.86907 -0.36689 -5.47437
Sb -2.39413 -0.90175 -3.32610
S -0.05656 -0.51271 -2.81909
S -2.87097 0.99181 -1.89416
S -3.17104 -2.81041 -2.37186
C 3.82069 0.98215 2.36515
C 3.53829 -0.50711 2.19047
C 3.71693 -0.98103 0.74760
C 2.59156 -0.55737 -0.20301
N 1.33873 -1.23402 0.08517
C 0.18628 -0.67508 0.54213
Se 0.01875 1.09197 1.05860
N -0.75983 -1.63268 0.54857
C -2.15111 -1.42733 0.94506
C -2.32150 -1.43454 2.46162
C -1.98921 -2.76057 3.14401
C -3.03470 -3.84412 2.89197
C -0.21985 -2.81783 0.06138
C -0.77481 -4.06623 -0.16966
C 0.05413 -5.04415 -0.69121
C 1.39280 -4.77783 -0.99633
C 1.94273 -3.52624 -0.77878
C 1.11154 -2.56032 -0.23179
H 3.72630 1.27427 3.41141
H 3.11030 1.57845 1.79707
H 4.83320 1.22490 2.03268
H 2.52018 -0.72752 2.52141
H 4.21066 -1.08028 2.83498
H 3.79422 -2.07097 0.72247
H 4.66037 -0.58918 0.35518
H 2.85238 -0.80624 -1.23523
H 2.40352 0.51492 -0.15715
H -2.74182 -2.18401 0.42854
H -2.45885 -0.46671 0.52967
H -3.36008 -1.16892 2.68220
H -1.69688 -0.63417 2.86725
H -1.91097 -2.59390 4.22192
H -1.00402 -3.10391 2.81553
H -4.02045 -3.50389 3.21462
H -2.79493 -4.75627 3.43954
H -3.10887 -4.09976 1.83723
H -1.82241 -4.25549 -0.00644
H -0.35323 -6.02234 -0.90334
H 2.00362 -5.55739 -1.43022
H 2.96847 -3.30866 -1.04232
C 1.25242 5.99089 -3.20749
N 0.27166 5.41534 -2.30406
C -0.62236 6.17127 -1.61914
C -1.56309 5.62575 -0.82311
C -1.59362 4.19394 -0.72565
N -0.70941 3.46932 -1.39225
C 0.21880 4.02324 -2.21716
O 0.97387 3.33321 -2.87460
N -2.46858 3.55484 0.04534
H 1.13754 7.07321 -3.21138
H 1.10561 5.59944 -4.21244
H 2.25891 5.72782 -2.88639
H -0.53279 7.24096 -1.75154
H -2.26276 6.24394 -0.28368
H -3.24022 4.04614 0.45788
H -2.49519 2.54001 -0.00750
```

Results
2S+1: 2
<S²>: 0.757
E_HOMO (spin up / spin down): -4.157 / -4.152 eV
Energy: -7003.68626 hartree
Gap between HOMO and LUMO (spin up / spin down): 6.17 / 5.98 eV
Total charge: -1
Lowest unoccupied orbital energy (spin up / spin down): 0.07387 / 0.06734 Ha



# C20H29GaIN2O9

A structure of composition C20H29GaIN2O9 (ωB97M-V with the def2-TZVPD basis set, the Open Molecules 2025 dataset).

The geometry in XYZ format:
```
62
C20H29GaIN2O9 ωB97M-V with the def2-TZVPD basis set
C 0.32568 -0.89260 1.75578
C -0.77154 -1.03986 0.72981
N -1.38151 -2.15836 0.55821
C -1.09252 0.12938 -0.11544
Ga -1.50479 1.90923 0.89899
C 0.05799 3.19218 0.58771
C 1.37671 2.66280 1.17876
C 2.57786 2.80143 0.21761
I 1.80150 3.83247 2.97975
C -3.24845 2.58895 0.06266
C -3.44482 2.52354 -1.32390
C -4.64773 2.95315 -1.87504
N -5.68024 3.43201 -1.17859
C -5.47952 3.50914 0.13787
C -4.31886 3.11010 0.79367
H 0.04968 -0.11779 2.46786
H 1.21593 -0.56501 1.21949
H 0.50225 -1.83608 2.26734
H -1.02354 -2.84023 1.22854
H -0.30712 0.31192 -0.85892
H -1.99436 -0.13225 -0.67359
H -1.79318 1.60259 2.41038
H -0.19781 4.15651 1.01659
H 0.18230 3.30150 -0.49133
H 1.30458 1.63154 1.50218
H 3.04718 1.83618 0.02378
H 3.34555 3.43368 0.65737
H 2.28801 3.24617 -0.73118
H -2.67244 2.12363 -1.96986
H -4.77975 2.88339 -2.95233
H -6.30772 3.88804 0.73281
H -4.24517 3.19216 1.87149
C -4.71594 -0.71916 4.82067
C -4.38991 0.06241 6.07735
O -2.96912 0.16472 6.01578
C -2.59214 0.03379 4.70694
O -1.50870 0.24347 4.28841
O -3.64859 -0.36044 3.95153
H -5.67259 -0.44626 4.38144
H -4.69211 -1.79950 4.98359
H -4.81799 1.06714 6.06425
H -4.69728 -0.44445 6.98967
C 1.07710 -3.27436 -1.29600
C 2.14328 -3.50767 -2.34651
O 2.88993 -2.28501 -2.30083
C 2.69882 -1.72566 -1.07100
O 3.31460 -0.79432 -0.66547
O 1.73266 -2.37373 -0.39817
H 0.78017 -4.18108 -0.77676
H 0.18556 -2.78491 -1.68907
H 2.80959 -4.33594 -2.09359
H 1.73538 -3.66928 -3.34147
C 6.38842 -2.63554 -4.27901
C 5.19547 -1.71375 -4.39780
O 4.99658 -1.65791 -5.81951
C 5.53065 -2.77337 -6.36354
O 5.38838 -3.11373 -7.49314
O 6.25511 -3.45930 -5.44243
H 6.37174 -3.24000 -3.37568
H 7.33985 -2.10272 -4.33365
H 4.30394 -2.12132 -3.92881
H 5.38298 -0.72171 -3.99568
```

Results
2S+1: 1
E_HOMO: -5.106 eV
Energy: -3788.68469 hartree
Gap between HOMO and LUMO: 7.10 eV
Total charge: -1
Lowest unoccupied orbital energy: 0.07337 Ha



# C20H29MoNOP2

A structure of composition C20H29MoNOP2 (ωB97M-V with the def2-TZVPD basis set, the Open Molecules 2025 dataset).

The geometry in XYZ format:
```
54
C20H29MoNOP2 ωB97M-V with the def2-TZVPD basis set
C -0.26154 -4.03321 1.44357
C -0.22345 -2.86760 0.67901
C -1.14998 -1.84553 1.02832
C -2.03225 -1.96847 2.12189
C -1.95223 -3.11155 2.91996
C -1.07352 -4.14005 2.58089
C -3.11539 -0.96208 2.37003
C -3.15240 0.16284 1.36873
C -2.24746 0.22596 0.28843
C -2.43325 1.12581 -0.81021
C -3.54696 1.96062 -0.74078
C -4.38087 1.99289 0.37735
C -4.18456 1.10190 1.42861
H 0.35131 -4.87881 1.14670
H -2.59957 -3.19053 3.79791
H -1.05961 -5.05400 3.18343
H -4.08472 -1.48850 2.30317
H -3.76227 2.60576 -1.58170
H -5.21909 2.68798 0.41691
H -4.84297 1.10499 2.30114
N -1.14949 -0.67077 0.25354
Mo 0.52489 0.33890 0.13807
C 0.77175 -2.68210 -0.46986
H 0.26677 -2.45895 -1.41662
H 1.33225 -3.61298 -0.62739
C -1.49386 1.16566 -2.02372
H -1.40531 0.19640 -2.53875
H -1.87675 1.87946 -2.76893
P 2.04740 -1.35146 -0.15756
P 0.25219 1.74838 -1.62510
C -0.10614 3.48669 -1.19053
H 0.79966 3.94004 -0.76104
H -0.43799 4.05176 -2.07612
H -0.90087 3.53278 -0.42950
C 1.33376 1.70478 -3.04497
H 1.02727 2.43275 -3.79848
H 2.34610 1.92201 -2.68707
H 1.33351 0.70124 -3.47677
C 2.86761 -2.14162 1.28333
H 3.32253 -3.09887 0.97862
H 3.63222 -1.44452 1.65555
H 2.12737 -2.32241 2.07981
C 3.24079 -1.27245 -1.49152
H 3.83140 -0.36339 -1.32392
H 3.87273 -2.16424 -1.47532
H 2.71356 -1.17858 -2.44585
H -3.15729 -0.60486 3.38723
H 2.18494 0.47450 0.30912
C 3.35068 3.31340 -0.08696
O 3.95458 2.14450 -0.66021
H 2.48362 3.01252 0.52438
H 2.98773 3.93916 -0.91193
H 4.05371 3.90217 0.52540
H 4.83947 2.05166 -0.27030
```

Results
2S+1: 3
<S²>: 2.077
E_HOMO (spin up / spin down): -13.880 / -14.166 eV
Energy: -1659.74857 hartree
Gap between HOMO and LUMO (spin up / spin down): 6.03 / 5.89 eV
Total charge: +2
Lowest unoccupied orbital energy (spin up / spin down): -0.28859 / -0.30423 Ha



# C20H29N2Ru

A structure of composition C20H29N2Ru (ωB97M-V with the def2-TZVPD basis set, the Open Molecules 2025 dataset).

The geometry in XYZ format:
```
52
C20H29N2Ru ωB97M-V with the def2-TZVPD basis set
C -1.16300 -0.77510 -2.58110
H -1.59769 -1.69154 -2.99341
H -1.94360 -0.00795 -2.61931
H -0.93531 -0.98532 -1.50381
C 0.06262 -0.37906 -3.38725
H 0.51566 0.52583 -2.95623
H 0.80755 -1.18537 -3.29775
C -0.25453 -0.15568 -4.87133
H 0.63973 0.15587 -5.41115
H -0.61832 -1.07732 -5.33427
H -1.00837 0.62638 -5.00867
C 0.06187 1.70623 1.77704
C 0.48564 2.49744 0.64836
C -0.62129 2.60782 -0.25355
C -1.75101 1.91440 0.32341
C -1.33772 1.37465 1.60456
C -2.23312 0.76755 2.62209
C -3.13221 1.88122 -0.21678
C -0.62893 3.28495 -1.57157
C 1.86538 2.98889 0.42045
C 0.89828 1.31550 2.93711
Ru -0.29075 0.22966 0.06058
H -3.72789 1.11416 0.29153
H -3.62880 2.85264 -0.06849
H -3.13646 1.66039 -1.29254
H -3.14844 0.38793 2.15610
H -1.74986 -0.06513 3.14723
H -2.52985 1.50686 3.38130
H 1.94129 1.15861 2.62826
H 0.89851 2.08447 3.72447
H 0.52819 0.38405 3.38621
H 2.04964 3.14355 -0.64725
H 2.07145 3.93920 0.93024
H 2.59842 2.25952 0.78522
H -1.20507 2.69993 -2.30265
H -1.08503 4.28557 -1.51137
H 0.39047 3.39949 -1.95993
N -0.32677 -3.39070 2.12354
C -0.91723 -2.27776 1.64825
N -0.04626 -1.60064 0.88070
C 1.16647 -2.30561 0.86978
C 2.39261 -2.00352 0.27951
C 3.42677 -2.93897 0.45202
C 3.21988 -4.11380 1.20001
C 1.99151 -4.37922 1.82808
C 0.98535 -3.44771 1.64264
H -0.75221 -4.06689 2.74782
H -1.94587 -1.97870 1.83391
H 2.49846 -1.06530 -0.26826
H 4.40709 -2.76387 0.00660
H 4.03473 -4.83357 1.28999
H 1.77800 -5.26406 2.42966
```

Results
2S+1: 6
<S²>: 8.778
E_HOMO (spin up / spin down): -12.352 / -14.543 eV
Energy: -983.17027 hartree
Gap between HOMO and LUMO (spin up / spin down): 4.97 / 2.91 eV
Total charge: +2
Lowest unoccupied orbital energy (spin up / spin down): -0.27117 / -0.42757 Ha